Entry 1:
{
  "formula": "C22H49AlN2OP3S",
  "method": "the ωB97M-V functional and the def2-TZVPD basis",
  "elements": ["Al", "P", "P", "P", "H", "C", "C", "H", "C", "C", "C", "C", "C", "C", "C", "C", "C", "H", "H", "H", "H", "H", "H", "H", "H", "H", "H", "H", "H", "H", "H", "H", "H", "H", "H", "H", "H", "H", "H", "H", "H", "H", "H", "H", "H", "H", "C", "C", "C", "C", "C", "C", "O", "H", "H", "H", "H", "H", "H", "C", "N", "C", "C", "S", "N", "C", "C", "H", "H", "H", "H", "H", "H", "H", "H", "H", "H", "H", "H"],
  "positions_angstrom": [[-0.549, -0.309, -1.883], [2.197, 1.090, 1.764], [-1.359, 1.932, -1.670], [1.690, -0.637, -2.519], [-1.762, -1.608, 0.002], [-0.691, -1.677, -0.235], [0.113, -1.406, 1.052], [-0.471, -1.446, 1.984], [1.842, 1.365, 3.454], [2.523, 2.624, 0.873], [3.519, -0.085, 1.506], [-2.942, 2.085, -2.567], [-1.755, 2.720, -0.062], [-0.285, 3.174, -2.482], [2.479, -2.025, -1.621], [2.917, 0.709, -2.365], [1.972, -1.142, -4.249], [-0.499, -2.677, -0.640], [1.052, -1.966, 1.158], [0.823, 0.558, 3.946], [1.497, 2.397, 3.590], [2.728, 1.161, 4.067], [1.691, 3.327, 1.021], [2.659, 2.452, -0.203], [3.440, 3.057, 1.294], [3.181, -1.112, 1.695], [4.306, 0.173, 2.226], [3.927, -0.012, 0.491], [-3.059, 3.143, -2.845], [-3.781, 1.803, -1.915], [-2.962, 1.486, -3.489], [-2.357, 3.624, -0.228], [-0.837, 2.991, 0.472], [-2.330, 2.028, 0.566], [-0.904, 4.019, -2.817], [0.215, 2.731, -3.354], [0.476, 3.535, -1.778], [3.014, -2.642, -2.355], [1.722, -2.643, -1.125], [3.188, -1.664, -0.866], [3.708, 0.539, -3.107], [3.365, 0.730, -1.366], [2.440, 1.674, -2.574], [3.050, -1.082, -4.457], [1.438, -0.467, -4.928], [1.624, -2.169, -4.411], [-2.063, -1.613, -4.282], [-3.154, -1.119, -4.992], [-3.446, -1.716, -6.225], [-2.677, -2.794, -6.678], [-1.586, -3.261, -5.944], [-1.258, -2.656, -4.715], [-1.825, -1.040, -2.989], [-2.455, -0.278, -2.831], [-3.758, -0.295, -4.596], [-4.280, -1.338, -6.825], [-2.946, -3.268, -7.624], [-0.981, -4.096, -6.308], [-0.403, -2.987, -4.115], [1.296, -1.990, 4.655], [0.147, -1.194, 5.084], [-0.747, -1.792, 6.081], [-0.059, 0.017, 4.640], [0.502, 0.424, 0.756], [-1.149, 0.760, 4.895], [-1.377, 1.318, 6.234], [-1.768, 1.518, 3.808], [1.013, -3.046, 4.692], [2.159, -1.837, 5.319], [1.586, -1.727, 3.629], [-0.422, -1.545, 7.101], [-1.770, -1.445, 5.922], [-0.699, -2.877, 5.953], [-0.838, 2.270, 6.361], [-2.449, 1.508, 6.340], [-1.048, 0.613, 7.003], [-1.155, 2.385, 3.520], [-1.902, 0.877, 2.928], [-2.743, 1.869, 4.155]],
  "atomic_forces_ev_per_a": [[0.94, -1.79, 2.87], [-0.03, 1.04, 2.14], [-0.50, 1.53, -0.11], [1.85, -0.38, -0.85], [0.14, -0.36, 0.04], [-0.47, 0.73, -0.74], [0.08, 1.15, -0.52], [0.24, -0.14, -0.37], [2.30, 0.95, -1.82], [0.06, -0.04, -0.61], [0.36, -0.15, 0.02], [-0.13, -0.05, -0.07], [0.07, -0.41, 0.25], [0.24, -0.30, -0.16], [-0.31, -0.19, 0.29], [-0.23, 0.44, 0.04], [-0.37, 0.10, -0.27], [-0.17, 0.05, 0.14], [-0.36, 0.14, -0.16], [-0.96, -1.00, 0.03], [-0.01, -0.20, 0.01], [-0.16, 0.05, -0.12], [0.25, -0.19, 0.11], [0.01, 0.14, 0.26], [-0.23, -0.03, -0.07], [0.11, 0.24, 0.01], [-0.08, -0.16, -0.19], [-0.08, -0.03, 0.29], [-0.10, -0.34, 0.03], [0.19, 0.00, -0.20], [-0.05, 0.32, 0.12], [0.17, -0.22, -0.20], [-0.25, -0.11, -0.19], [0.13, 0.15, -0.11], [0.20, -0.22, 0.16], [-0.12, 0.24, 0.14], [-0.19, -0.12, -0.18], [-0.10, 0.18, 0.24], [0.22, 0.03, -0.12], [-0.24, -0.06, -0.25], [-0.21, 0.04, 0.24], [-0.23, 0.01, -0.29], [0.26, -0.11, 0.04], [-0.33, -0.10, 0.07], [0.15, -0.20, -0.01], [0.09, 0.29, -0.03], [-0.57, -0.35, -1.07], [0.36, -0.30, -0.17], [0.10, 0.06, 0.24], [-0.09, 0.06, -0.11], [0.04, 0.29, 0.36], [-0.07, 0.14, 0.00], [-0.52, 1.74, 0.62], [-0.14, -1.33, -0.77], [0.11, -0.33, -0.20], [0.32, -0.21, 0.27], [0.18, 0.15, 0.33], [-0.27, 0.32, 0.13], [-0.49, -0.02, -0.24], [0.40, 0.17, 0.10], [-0.68, 0.54, 1.12], [0.19, -0.52, 0.28], [-0.06, -0.90, -1.84], [-0.16, -0.65, -0.32], [-0.76, -0.01, 1.11], [-0.39, -0.09, 0.16], [0.80, 0.18, -0.08], [0.08, 0.21, -0.07], [-0.26, -0.09, -0.16], [-0.15, 0.01, 0.34], [-0.11, -0.10, -0.27], [0.18, 0.03, -0.02], [-0.15, 0.18, 0.15], [-0.09, -0.28, -0.04], [0.20, -0.06, 0.23], [-0.11, 0.24, -0.11], [-0.19, 0.02, -0.01], [-0.02, 0.11, 0.25], [0.16, -0.09, -0.11]],
  "mulliken_charge": [-0.43, 0.97, 1.56, 1.50, 0.60, -1.46, -0.57, 0.39, -1.07, -1.12, -1.45, -1.68, -1.20, -1.34, -1.30, -1.05, -1.51, 0.62, 0.45, -0.34, 0.39, 0.50, 0.40, 0.23, 0.45, 0.37, 0.53, 0.45, 0.53, 0.43, 0.49, 0.56, 0.26, 0.34, 0.50, 0.38, 0.30, 0.50, 0.30, 0.31, 0.60, 0.02, 0.27, 0.56, 0.42, 0.43, 1.28, -0.60, -0.71, -0.62, -0.73, -0.48, -0.02, 0.07, 0.34, 0.42, 0.42, 0.43, 0.61, -0.67, 0.24, -1.04, 0.09, -0.17, 0.07, -0.86, -0.75, 0.35, 0.32, 0.09, 0.37, 0.40, 0.32, 0.30, 0.33, 0.30, 0.27, 0.08, 0.45],
  "gap_ev": 6.242,
  "lumo_ev": -8.199,
  "homo_energy_ev": -14.44,
  "total_charge": 3
}

***

Entry 2:
{
  "formula": "C45H54ClIrN5P",
  "method": "the ωB97M-V functional and the def2-TZVPD basis",
  "elements": ["Ir", "C", "C", "C", "C", "C", "C", "N", "C", "C", "C", "C", "C", "N", "C", "C", "C", "C", "C", "C", "N", "H", "H", "H", "H", "H", "H", "H", "H", "H", "H", "H", "H", "H", "H", "H", "C", "C", "C", "C", "C", "C", "C", "N", "C", "C", "C", "C", "C", "C", "C", "N", "C", "C", "C", "C", "H", "H", "H", "H", "H", "H", "H", "H", "H", "H", "H", "H", "H", "H", "H", "H", "H", "H", "H", "H", "H", "H", "H", "H", "C", "P", "C", "C", "H", "H", "H", "H", "H", "H", "H", "H", "H", "Cl", "C", "C", "C", "C", "C", "C", "C", "H", "H", "H", "H", "H", "H"],
  "positions_angstrom": [[-0.795, 0.429, 0.136], [0.455, -1.262, 2.969], [-0.861, -0.602, 3.233], [-1.341, -0.522, 4.537], [-2.559, 0.078, 4.784], [-3.322, 0.513, 3.711], [-2.827, 0.354, 2.434], [-1.595, -0.139, 2.199], [-3.600, 0.655, 1.242], [-4.972, 0.824, 1.263], [-5.641, 0.987, 0.064], [-4.919, 0.972, -1.112], [-3.540, 0.820, -1.064], [-2.903, 0.662, 0.100], [-2.714, 0.773, -2.261], [-3.241, 1.062, -3.502], [-2.459, 0.884, -4.627], [-1.176, 0.415, -4.465], [-0.668, 0.189, -3.188], [0.742, -0.287, -3.077], [-1.431, 0.389, -2.087], [1.132, -1.129, 3.811], [0.914, -0.871, 2.069], [0.300, -2.337, 2.842], [-0.742, -0.919, 5.344], [-2.923, 0.194, 5.797], [-4.280, 0.982, 3.879], [-5.522, 0.801, 2.192], [-6.716, 1.107, 0.045], [-5.432, 1.064, -2.056], [-4.248, 1.434, -3.607], [-2.855, 1.090, -5.613], [-0.541, 0.229, -5.319], [1.102, -0.604, -4.053], [0.812, -1.127, -2.395], [1.388, 0.513, -2.723], [6.137, -0.022, 0.880], [5.499, -0.918, -0.197], [5.794, -2.380, 0.140], [6.110, -0.588, -1.571], [4.014, -0.625, -0.247], [3.547, 0.674, -0.472], [2.199, 0.939, -0.431], [1.275, -0.010, -0.211], [1.694, -1.284, -0.103], [3.038, -1.607, -0.088], [0.613, -2.272, -0.083], [0.793, -3.642, -0.160], [-0.302, -4.503, -0.162], [-1.567, -3.905, -0.111], [-1.678, -2.535, -0.040], [-0.604, -1.731, -0.021], [-0.163, -6.014, -0.210], [-0.883, -6.607, 1.014], [-0.834, -6.522, -1.498], [1.298, -6.464, -0.194], [7.204, -0.236, 0.940], [5.699, -0.213, 1.862], [6.028, 1.038, 0.650], [6.871, -2.516, 0.218], [5.439, -3.057, -0.640], [5.360, -2.673, 1.099], [7.181, -0.786, -1.543], [5.972, 0.460, -1.840], [5.673, -1.208, -2.356], [4.232, 1.487, -0.672], [1.827, 1.934, -0.597], [3.333, -2.638, 0.036], [1.793, -4.045, -0.220], [-2.468, -4.502, -0.129], [-2.648, -2.057, 0.003], [-1.949, -6.378, 1.016], [-0.446, -6.239, 1.944], [-0.779, -7.692, 0.999], [-1.892, -6.260, -1.540], [-0.760, -7.608, -1.536], [-0.343, -6.116, -2.385], [1.819, -6.119, 0.702], [1.838, -6.127, -1.081], [1.333, -7.553, -0.188], [1.292, 1.845, 2.717], [0.098, 2.344, 1.438], [-1.183, 3.173, 2.418], [0.951, 3.781, 0.706], [1.701, 2.760, 3.147], [2.109, 1.255, 2.304], [0.800, 1.276, 3.501], [-1.698, 2.467, 3.065], [-1.909, 3.651, 1.760], [-0.711, 3.935, 3.040], [1.027, 4.535, 1.491], [0.392, 4.195, -0.128], [1.958, 3.534, 0.384], [-3.789, 5.167, 0.542], [-2.605, 5.863, -0.525], [-2.567, 7.232, -0.668], [-1.643, 7.813, -1.530], [-0.757, 7.013, -2.254], [-0.790, 5.647, -2.108], [-1.715, 5.011, -1.234], [-1.729, 3.623, -1.080], [-3.260, 7.850, -0.114], [-1.619, 8.888, -1.641], [-0.047, 7.470, -2.930], [-0.107, 5.022, -2.671], [-2.457, 3.146, -0.447], [-1.057, 3.004, -1.659]],
  "atomic_forces_ev_per_a": [[2.05, 0.40, -0.48], [-0.09, -0.11, 0.01], [-0.46, 0.06, -0.09], [0.07, 0.08, 0.04], [-0.10, 0.01, 0.05], [-0.14, 0.02, 0.23], [0.57, -0.31, 0.61], [0.23, -0.48, 1.19], [-0.29, -0.04, -0.07], [-0.19, 0.07, -0.06], [-0.09, 0.04, 0.05], [-0.07, 0.04, 0.00], [-0.40, 0.04, 0.12], [0.76, 0.40, 0.39], [0.52, -0.08, -0.42], [-0.15, 0.17, -0.34], [-0.13, 0.03, -0.09], [0.10, 0.02, 0.01], [-0.44, 0.11, 0.01], [-0.05, -0.03, 0.00], [0.48, -0.03, -0.73], [0.01, 0.00, 0.03], [0.02, 0.04, 0.11], [0.02, 0.01, -0.04], [0.00, 0.02, 0.04], [0.00, -0.02, -0.01], [-0.04, -0.04, 0.03], [0.03, -0.04, 0.01], [0.00, -0.02, 0.00], [0.01, -0.03, -0.01], [-0.04, -0.06, -0.01], [0.00, 0.01, 0.00], [-0.01, 0.00, -0.02], [-0.01, 0.01, -0.01], [0.04, -0.04, -0.04], [0.07, -0.03, -0.02], [-0.05, -0.02, -0.01], [0.14, 0.03, -0.03], [-0.04, 0.05, -0.02], [-0.04, -0.03, 0.03], [-0.07, -0.07, 0.06], [-0.03, -0.01, -0.04], [0.21, -0.31, -0.01], [-0.56, 0.60, 0.77], [0.11, 0.15, -0.17], [0.23, 0.02, -0.12], [-0.23, -0.15, 0.10], [0.04, -0.15, 0.04], [0.03, 0.05, 0.03], [0.04, 0.01, 0.02], [0.36, -0.14, 0.00], [-1.33, -0.21, -0.43], [-0.08, -0.03, -0.03], [0.05, 0.01, -0.02], [0.03, 0.01, 0.04], [-0.06, 0.03, 0.01], [0.01, 0.00, 0.00], [0.02, 0.00, 0.00], [0.00, 0.00, 0.00], [0.01, -0.01, -0.01], [-0.01, -0.01, 0.03], [0.01, -0.01, -0.01], [0.01, 0.01, -0.01], [0.01, 0.00, 0.00], [0.01, 0.01, 0.00], [0.01, 0.00, 0.04], [-0.03, -0.06, -0.08], [-0.02, -0.01, 0.01], [0.00, -0.01, 0.01], [0.01, -0.02, 0.01], [0.00, 0.05, 0.00], [0.01, 0.00, 0.00], [-0.01, -0.01, 0.00], [-0.01, -0.01, 0.01], [0.01, -0.01, 0.01], [-0.01, -0.01, -0.02], [0.00, -0.01, 0.00], [0.01, -0.01, -0.02], [0.02, 0.00, 0.02], [0.01, -0.01, -0.02], [0.08, 0.05, -0.17], [-1.22, -0.63, -0.67], [0.19, 0.17, 0.09], [0.09, 0.10, 0.24], [0.05, -0.01, 0.09], [-0.01, 0.03, 0.00], [-0.02, 0.04, 0.01], [0.01, 0.02, 0.00], [-0.01, -0.02, 0.09], [-0.09, 0.05, 0.06], [0.07, 0.09, -0.06], [0.20, -0.01, 0.07], [0.03, 0.11, 0.03], [0.38, 0.36, -0.40], [-1.01, 0.13, 0.83], [-0.31, -0.07, 0.28], [-0.13, -0.28, 0.12], [0.41, -0.56, -0.32], [0.46, 0.42, -0.51], [0.01, -1.46, 0.26], [-0.21, 1.66, -0.84], [-0.01, -0.03, 0.00], [0.00, 0.07, 0.00], [-0.01, -0.02, 0.00], [0.00, 0.05, 0.01], [-0.04, -0.12, 0.09], [0.00, -0.08, 0.01]],
  "lowdin_spin": [0.73, 0.00, 0.01, 0.00, 0.01, 0.00, 0.01, 0.10, 0.00, 0.00, 0.00, 0.00, 0.00, 0.01, 0.01, 0.00, 0.00, 0.00, 0.01, 0.00, 0.06, 0.00, 0.00, 0.00, 0.00, 0.00, 0.00, 0.00, 0.00, 0.00, 0.00, 0.00, 0.00, 0.00, 0.00, 0.00, 0.00, 0.00, 0.00, 0.00, 0.00, 0.00, 0.00, 0.00, 0.00, 0.00, 0.00, 0.00, 0.00, 0.00, 0.00, 0.05, 0.00, 0.00, 0.00, 0.00, 0.00, 0.00, 0.00, 0.00, 0.00, 0.00, 0.00, 0.00, 0.00, 0.00, 0.00, 0.00, 0.00, 0.00, 0.00, 0.00, 0.00, 0.00, 0.00, 0.00, 0.00, 0.00, 0.00, 0.00, 0.01, 0.01, 0.00, 0.00, 0.00, 0.00, 0.00, 0.00, 0.00, 0.00, 0.00, 0.00, 0.00, 0.00, 0.00, 0.00, 0.00, 0.00, 0.00, 0.00, -0.01, 0.00, 0.00, 0.00, 0.00, 0.00, 0.00],
  "gap_ev": [3.733, 4.839],
  "lumo_ev": [-10.291, -10.318],
  "multiplicity": 2,
  "homo_energy_ev": [-14.02, -15.16],
  "total_charge": 3,
  "s2": 0.7593
}

***

Taking the records one at a time from the top gives relative energy (zero: lowest compared OMol25 entry of this formula, charge and spin) values of 0.0, 359.8 kJ/mol.